A:
DFT (wB97M-V/def2-TZVPD) results for a 2-piece molecular cluster, C3H4O3 overall.

Atoms and positions in Å:
O  -1.3258  -0.8855  1.7438
C  -0.6091  -0.2431  1.0444
C  0.9387  -0.3071  0.9009
O  1.1842  0.5915  0.0094
C  -0.0110  1.2761  -0.5063
O  -1.0757  0.7396  0.1874
H  0.1416  -2.2889  -0.9882
H  0.7125  -2.2823  -0.5103
H  -0.0702  1.0582  -1.5748
H  0.1147  2.3414  -0.3062

## Properties
Highest occupied orbital energy = -0.361 Eh
Molecular weight = 88.06 g/mol
Kohn-Sham gap = 9.13 eV
Net charge = 0

***

B:
DFT (wB97M-V/def2-TZVPD) results for C3H4O3 as an isolated structure.

Atoms and positions in Å:
C  -1.6340  0.1853  -0.0895
C  -0.2513  -0.1072  -0.0441
C  1.0590  0.7003  -0.1766
O  -2.6538  0.4200  -0.6188
O  -1.0785  0.0238  1.0728
O  0.0126  -1.9285  -0.0877
H  0.6834  1.6739  -0.3206
H  1.4959  0.1737  -1.0675
H  1.7445  0.7640  0.6258
H  0.6222  -1.9053  0.7062

## Properties
Highest occupied orbital energy = -0.402 Eh
Molecular weight = 88.06 g/mol
Kohn-Sham gap = 11.46 eV
Net charge = 0

***

C:
DFT (wB97M-V/def2-TZVPD) results for C3H4O3 as an isolated structure.

Atoms and positions in Å:
O  -1.7156  -2.3149  0.6211
C  -1.0565  -1.4113  0.3876
O  0.5926  -0.9046  1.1037
C  1.1548  0.0788  0.5514
C  -0.4306  0.8929  -0.8158
O  -1.3045  -0.0153  -0.8305
H  1.2419  1.0161  1.1125
H  1.8977  -0.1192  -0.2309
H  -0.6279  1.7968  -0.2270
H  0.2481  0.9806  -1.6722

## Properties
Highest occupied orbital energy = -0.359 Eh
Molecular weight = 88.06 g/mol
Kohn-Sham gap = 9.75 eV
Net charge = 0

***

The data favor B; the next most stable structure lies 7.9 kcal/mol above it.

***

A:
DFT (wB97M-V/def2-TZVPD) results for the molecule C3H4O3.

Atoms and positions in Å:
O  -0.6614  0.3677  -2.0519
C  -0.4237  -0.2433  -0.8551
C  -0.2428  0.4693  0.3980
O  -1.4418  -0.1979  0.1528
C  1.4902  -0.8857  1.1464
O  0.5453  -0.0360  1.4667
H  -0.9569  1.2751  -1.9002
H  0.0390  -1.2136  -0.9938
H  -0.2992  1.5531  0.4951
H  1.9514  -1.0886  2.1420

## Properties
Highest occupied orbital energy = -0.335 Eh
Molecular weight = 88.06 g/mol
Kohn-Sham gap = 9.47 eV
Net charge = 0

***

B:
DFT (wB97M-V/def2-TZVPD) results for the molecule C3H4O3.

Atoms and positions in Å:
O  -1.9119  -0.4603  1.2840
C  -1.2056  0.1720  0.5440
C  -0.1068  -0.4341  -0.3323
O  -0.1111  0.1952  -1.5919
C  1.2293  -0.1969  0.3688
O  1.6289  0.9325  0.5291
H  -1.2906  1.2748  0.4340
H  -0.3048  -1.4985  -0.4758
H  0.2568  1.0830  -1.4701
H  1.8159  -1.0677  0.7102

## Properties
Highest occupied orbital energy = -0.369 Eh
Molecular weight = 88.06 g/mol
Kohn-Sham gap = 10.06 eV
Net charge = 0

***

C:
DFT (wB97M-V/def2-TZVPD) results for the molecule C3H4O3.

Atoms and positions in Å:
O  1.2610  -1.2548  -0.6178
C  1.2654  -0.1837  0.0107
C  0.1464  0.8128  0.2141
O  -1.0567  0.5509  -0.6002
C  -1.5548  -0.5542  -0.2620
O  -0.9755  -1.3032  0.5432
H  2.3121  0.3809  0.5017
H  0.9253  1.7214  -0.0688
H  0.0345  0.6683  1.2112
H  -2.3576  -0.8382  -0.9321

## Properties
Highest occupied orbital energy = -0.369 Eh
Molecular weight = 88.06 g/mol
Kohn-Sham gap = 10.80 eV
Net charge = 0

***

D:
DFT (wB97M-V/def2-TZVPD) results for the molecule C3H4O3.

Atoms and positions in Å:
O  1.8431  0.3273  1.3699
C  1.0896  -0.3690  0.7418
C  0.2679  0.1131  -0.4619
O  -0.0518  -0.9689  -1.2787
C  -0.9911  0.7552  0.1016
O  -2.0349  0.1454  0.0983
H  0.8984  -1.4360  0.9824
H  0.8578  0.8630  -1.0037
H  -0.9747  -1.1994  -1.0774
H  -0.9043  1.7693  0.5278

## Properties
Highest occupied orbital energy = -0.376 Eh
Molecular weight = 88.06 g/mol
Kohn-Sham gap = 10.28 eV
Net charge = 0

***

The data favor D; the next most stable structure lies 5.0 kcal/mol above it.